{"formula": "C3H4FeLiO3", "method": "ωB97M-V/def2-TZVPD", "multiplicity": 6, "charge": 2, "s_squared": 8.763, "gap_ev": [8.48, 9.49], "largest_force_ha_per_bohr": 0.0821, "symbols": ["Fe", "O", "O", "O", "C", "C", "C", "Li", "H", "H", "H", "H"], "coordinates": [[-0.67856, -0.85419, 0.58994], [1.19598, -0.68139, 0.33814], [-0.70832, 1.13823, 0.19927], [-3.27337, -1.20537, -0.38617], [-2.09122, -1.25450, -0.97073], [0.45168, 1.59930, 0.28064], [1.60168, 0.64541, 0.29957], [2.35023, -2.03279, 0.10051], [0.63890, 2.58390, -0.18338], [2.21038, 0.89918, -0.59321], [-3.93001, -1.75163, -0.84657], [2.23263, 0.91385, 1.17199]], "lowdin_spin": [3.80, 0.13, 0.08, 0.20, 0.74, 0.00, 0.01, 0.00, 0.00, 0.00, 0.03, 0.00]}

{"formula": "C18H15ClN2O3S", "method": "ωB97M-V/def2-TZVPD", "gap_ev": 7.73, "smiles": "O=C(O)CCc1ccc(-c2cccs2)n1NC(=O)c1ccc(Cl)cc1", "largest_force_ha_per_bohr": 0.0152, "symbols": ["Cl", "S", "O", "O", "O", "N", "N", "C", "C", "C", "C", "C", "C", "C", "C", "C", "C", "C", "C", "C", "C", "C", "C", "C", "C", "H", "H", "H", "H", "H", "H", "H", "H", "H", "H", "H", "H", "H", "H", "H"], "coordinates": [[-6.29838, -0.47098, -0.38653], [3.58225, -2.96423, -0.24212], [-0.05450, -0.97973, 1.94287], [1.50579, 4.40555, -1.96320], [0.12174, 2.85180, -1.18534], [1.67894, 0.52025, 0.43913], [0.33293, 0.39390, 0.18710], [3.59430, 1.35554, 1.16211], [1.65024, 3.95126, 0.33727], [2.36814, -1.72332, -0.37231], [-2.69032, -1.40596, 0.99808], [-4.61860, -0.41017, 0.00747], [-4.03422, -1.46800, 0.68777], [1.42665, -3.51712, -1.50272], [1.46970, 2.83449, 1.37587], [-3.87217, 0.70109, -0.35481], [1.28546, -2.18138, -1.07557], [2.63016, -0.44431, 0.21866], [-0.47862, -0.33145, 1.01274], [2.25158, 1.61350, 1.02756], [2.60957, -4.06814, -1.13092], [1.00518, 3.65119, -0.98809], [3.83327, 0.06701, 0.66624], [-1.92003, -0.30676, 0.62548], [-2.52453, 0.75188, -0.04783], [0.67495, -4.04132, -2.06610], [4.32268, 2.02065, 1.58265], [4.77527, -0.44309, 0.62945], [0.40978, 2.58650, 1.46376], [0.41739, -1.58779, -1.29753], [1.06973, 4.22147, -2.81097], [-0.04129, 1.03429, -0.50595], [-4.62676, -2.32352, 0.97087], [1.81333, 3.20892, 2.34151], [1.19564, 4.87638, 0.70310], [-1.96698, 1.63415, -0.32425], [2.70834, 4.15039, 0.16329], [2.97650, -5.05670, -1.32183], [-2.21029, -2.21012, 1.53481], [-4.34548, 1.52074, -0.87231]], "nbo_charge": [0.02, 0.44, -0.58, -0.67, -0.65, -0.16, -0.47, -0.29, -0.51, -0.21, -0.10, -0.03, -0.25, -0.25, -0.43, -0.22, -0.25, 0.10, 0.66, 0.13, -0.41, 0.82, -0.26, -0.17, -0.19, 0.22, 0.22, 0.22, 0.23, 0.22, 0.50, 0.43, 0.23, 0.24, 0.24, 0.23, 0.24, 0.23, 0.24, 0.23]}

It is found that the E_tot values, taken in the order of the records, are -1612.92316, -1888.55927 Eh.
It is found that the ΔE to the lowest compared entry with this formula, charge and spin values, taken in the order of the records, are 45.3, 0.0 kcal/mol.